A cluster of 8 separate species, C64H46F32O11S in total at a distorted geometry. Source: the OMol25 dataset; level of theory: the ωB97M-V functional and the def2-TZVPD basis.

Geometry (Å):
C1 -34.18659 -25.96942 30.66414
C2 -33.64370 -25.05570 31.76322
C3 -32.51316 -24.16190 31.23786
F1 -31.46843 -24.95585 30.76113
F2 -32.84978 -23.35551 30.20175
F3 -34.55640 -24.24496 32.32186
F4 -33.11860 -25.84800 32.74234
O1 -35.51977 -26.38568 30.94058
C4 -36.58995 -25.66840 30.44870
C5 -37.90953 -26.28627 30.90908
F5 -37.97052 -26.26029 32.25914
F6 -38.92772 -25.53973 30.41624
F7 -36.51512 -24.35639 30.72938
F8 -36.52870 -25.70786 29.08770
H1 -33.53376 -26.78252 30.36895
H2 -34.29052 -25.32859 29.77833
H3 -32.03014 -23.55451 32.01226
H4 -38.09574 -27.30657 30.56980
C6 -29.43807 -24.25132 29.50397
C7 -28.51503 -25.21903 28.74560
C8 -27.18560 -24.51826 28.34326
F9 -26.16289 -25.34110 27.99372
F10 -27.23078 -23.44651 27.49352
F11 -28.32352 -26.27474 29.55163
F12 -29.14902 -25.58813 27.59996
O2 -28.97593 -24.06689 30.82942
C9 -29.42372 -22.98202 31.51075
C10 -28.65550 -22.91996 32.82227
F13 -27.31585 -23.06642 32.57946
F14 -28.92215 -21.86831 33.59120
F15 -29.18200 -21.85091 30.77628
F16 -30.76981 -23.01808 31.69109
H5 -30.41034 -24.74427 29.56217
H6 -29.53649 -23.33880 28.91600
H7 -26.86252 -24.03402 29.28485
H8 -28.83479 -23.83392 33.39695
C11 -26.63180 -29.65704 41.25053
C12 -27.70396 -29.63190 42.31970
C13 -28.40649 -30.95855 42.44403
F17 -29.38101 -30.96215 43.41499
F18 -28.98217 -31.36371 41.28227
F19 -27.10793 -29.34316 43.50197
F20 -28.58351 -28.63669 42.08576
O3 -25.54982 -30.52484 41.67912
C14 -24.61892 -30.76996 40.68948
C15 -23.48562 -31.66584 41.23886
F21 -23.93817 -32.70003 41.96871
F22 -22.79903 -32.13732 40.16622
F23 -25.18660 -31.33755 39.62103
F24 -24.11776 -29.55383 40.32295
H9 -26.15300 -28.69068 41.11178
H10 -27.00164 -30.04927 40.30339
H11 -27.73720 -31.74198 42.81932
H12 -22.75398 -31.09220 41.81384
C16 -22.84088 -22.30149 33.63627
C17 -23.47037 -22.47071 35.03811
C18 -24.92467 -21.88845 35.00827
F25 -25.28281 -21.76948 36.31701
F26 -25.04272 -20.72530 34.35666
F27 -23.53322 -23.79194 35.32276
F28 -22.72032 -21.82830 35.95133
O4 -23.62404 -22.94972 32.65579
C19 -23.15963 -24.11778 32.14316
C20 -24.20114 -24.76121 31.20439
F29 -25.32654 -24.97189 31.90512
F30 -24.54994 -23.99120 30.15161
F31 -21.98458 -23.96632 31.49408
F32 -22.90804 -25.03226 33.09587
H13 -21.77637 -22.50628 33.51306
H14 -22.86927 -21.21492 33.50090
H15 -25.60088 -22.61534 34.55620
H16 -23.73340 -25.64707 30.77036
C21 -34.69264 -29.40628 39.98443
S1 -33.29805 -28.49434 39.25632
O5 -33.75873 -27.06814 39.42533
C22 -32.04612 -28.69784 40.55287
H17 -34.38370 -30.18166 40.68646
H18 -35.34087 -29.87801 39.24245
H19 -35.39186 -28.72633 40.47173
H20 -32.52103 -28.48129 41.50664
H21 -31.36336 -27.94066 40.16480
H22 -31.51929 -29.64985 40.61107
C23 -24.88067 -35.84669 34.48909
C24 -25.65462 -34.75989 34.82662
C25 -26.08308 -34.58081 36.13970
C26 -25.57017 -35.33352 37.17708
C27 -24.66115 -36.37586 36.83601
C28 -24.36691 -36.66349 35.51185
C29 -24.05949 -37.19517 37.90972
O6 -23.26674 -38.08145 37.65633
C30 -24.31030 -36.77835 39.31477
C31 -23.54389 -37.32103 40.33063
C32 -23.67250 -36.89236 41.64815
C33 -24.54173 -35.86529 41.91956
C34 -25.28253 -35.24898 40.91898
C35 -25.19191 -35.72198 39.60121
C36 -25.95604 -35.01298 38.57215
O7 -26.70333 -34.10076 38.87284
H23 -24.57474 -36.01078 33.46467
H24 -26.01338 -34.03975 34.10225
H25 -26.74940 -33.77923 36.43787
H26 -23.82746 -37.58250 35.33124
H27 -22.90880 -38.14148 40.01932
H28 -23.14440 -37.38692 42.45184
H29 -24.71124 -35.47911 42.91769
H30 -25.82148 -34.35580 41.19488
C37 -18.63929 -28.17366 29.69008
C38 -19.17315 -27.09114 30.39050
C39 -20.30082 -27.33413 31.16409
C40 -20.87593 -28.59085 31.26950
C41 -20.31094 -29.65359 30.54847
C42 -19.19867 -29.43692 29.74941
C43 -20.90174 -31.03409 30.56958
O8 -20.40813 -31.95869 29.97579
C44 -22.01816 -31.23625 31.56271
C45 -22.41776 -32.53537 31.86565
C46 -23.44094 -32.79626 32.78530
C47 -23.95511 -31.77292 33.53961
C48 -23.53798 -30.46865 33.24228
C49 -22.56510 -30.18285 32.30539
C50 -22.06181 -28.79314 32.19050
O9 -22.51374 -27.86405 32.81055
H31 -17.78255 -27.93929 29.06898
H32 -18.68126 -26.13091 30.35725
H33 -20.75782 -26.52297 31.71927
H34 -18.78092 -30.26058 29.18768
H35 -21.96354 -33.34992 31.31714
H36 -23.87227 -33.77686 32.93586
H37 -24.73581 -31.80823 34.28752
H38 -23.93540 -29.65737 33.83881
C51 -27.71468 -26.16836 32.61993
C52 -29.06730 -25.84542 32.79059
C53 -29.82124 -26.52547 33.70370
C54 -29.20782 -27.48968 34.54969
C55 -27.87955 -27.85866 34.29709
C56 -27.12532 -27.22427 33.30180
C57 -27.22866 -28.95714 35.06561
O10 -26.07822 -29.27171 34.83383
C58 -27.99409 -29.65565 36.11736
C59 -27.35867 -30.51917 36.99209
C60 -28.12238 -31.20758 37.93348
C61 -29.44771 -30.88144 38.14961
C62 -30.04537 -29.87214 37.41306
C63 -29.32437 -29.28986 36.35770
C64 -30.01590 -28.19145 35.60167
O11 -31.18839 -27.94517 35.74901
H39 -27.07779 -25.65304 31.91381
H40 -29.52782 -25.21174 32.04486
H41 -30.89325 -26.43923 33.82250
H42 -26.12725 -27.58250 33.09743
H43 -26.28895 -30.66847 36.93494
H44 -27.62585 -31.93121 38.56613
H45 -29.97032 -31.50486 38.86492
H46 -31.03794 -29.48917 37.60511

Cartesian forces, eV/Å:
C -1.700 2.196 -1.249
C 0.626 -0.907 -0.753
C -0.315 -0.561 0.511
F -2.331 -0.928 1.095
F -0.482 -0.395 0.230
F 0.053 -0.191 -0.074
F 0.098 0.366 0.214
O -0.812 -0.746 0.963
C 1.817 -0.097 -0.825
C -0.666 -0.156 0.338
F 0.086 0.108 -0.116
F 0.188 0.212 0.061
F -0.327 -0.104 0.382
F -0.399 -0.232 -0.264
H -0.083 -0.288 0.605
H 0.465 -0.040 -0.050
H -3.003 -1.364 0.201
H 0.547 -0.028 -0.066
C -0.376 -0.489 -1.559
C -0.075 1.598 -0.898
C 1.717 1.120 2.893
F -0.873 -0.165 -0.552
F -0.926 -1.217 -0.422
F 0.566 -0.334 -0.461
F -0.257 -0.371 0.307
O 0.416 1.162 -0.468
C 1.567 1.221 -1.687
C 0.548 -2.322 1.364
F -0.123 1.190 -0.382
F 0.068 0.737 -0.494
F -0.264 -0.162 0.381
F 4.188 2.548 0.419
H 0.940 0.323 -0.890
H 0.167 0.217 0.279
H -0.011 -0.398 -0.087
H -0.733 0.434 0.034
C 1.208 -0.263 -0.638
C 0.590 0.512 0.043
C -0.671 -1.982 1.483
F 0.081 0.775 -0.599
F 0.226 0.508 0.110
F -0.087 -0.237 0.267
F -0.148 -0.047 -0.428
O -0.100 -0.791 -0.069
C -0.999 0.733 1.480
C 0.919 0.514 -0.302
F -0.249 0.154 -0.195
F -0.252 -0.237 -0.014
F 0.047 -0.021 -0.388
F 0.425 -0.600 -0.494
H -0.660 0.381 0.048
H -0.363 0.262 0.025
H 0.404 0.250 -0.624
H -0.391 0.111 0.250
C 0.497 1.234 0.567
C 0.114 0.065 -2.044
C 0.096 -1.776 0.891
F -0.187 0.552 -0.199
F 0.330 0.359 0.263
F -0.262 0.269 0.695
F 0.005 -0.094 0.068
O -0.257 -0.038 -0.388
C -0.408 0.082 0.265
C 0.640 0.324 -0.478
F 0.496 -0.303 0.123
F 0.229 0.616 0.013
F 0.127 0.303 -0.373
F -0.006 -0.102 0.222
H -0.087 -0.659 0.594
H -0.350 -0.143 -0.564
H 0.066 0.021 -0.165
H -0.389 -0.469 0.427
C -0.584 -0.766 0.094
S -1.283 0.614 0.509
O 0.661 -0.677 -0.384
C -0.256 0.031 -0.449
H 0.155 0.052 -0.029
H 0.516 -0.059 -0.389
H 0.607 0.440 0.234
H 0.238 0.393 0.025
H 0.231 0.137 0.734
H -0.243 -0.169 -0.328
C 0.930 -0.296 0.508
C -0.868 0.267 0.328
C 0.216 0.582 0.379
C 0.305 -0.767 -1.177
C -1.024 0.464 0.396
C -0.758 0.157 -0.085
C 0.830 -0.204 0.042
O -0.307 -0.087 0.013
C -0.389 0.816 0.186
C -0.059 -0.629 -0.086
C 0.032 -0.588 -0.383
C -0.717 0.765 0.215
C 0.646 -0.489 -0.280
C 0.119 -0.038 1.328
C 0.714 0.582 -0.069
O -0.256 -0.292 -0.428
H -0.134 -0.130 -0.043
H 0.047 -0.209 -0.259
H -0.066 0.071 -0.322
H 0.336 0.207 -0.218
H 0.222 0.061 0.313
H 0.165 0.044 -0.077
H 0.360 -0.186 0.125
H -0.423 -0.128 -0.373
C 0.360 0.839 -0.234
C -0.360 -1.216 0.155
C -0.087 0.844 0.338
C 0.008 -0.429 -0.091
C -0.392 -0.139 -0.337
C 0.119 0.230 -0.023
C 0.033 0.415 1.482
O -0.032 -0.154 -0.501
C 0.273 -0.487 0.225
C -0.556 -0.185 -0.446
C 0.176 -0.293 0.067
C -0.148 1.914 -0.641
C 0.000 0.093 0.959
C -0.142 -0.270 -0.064
C 0.811 -0.087 -0.895
O -0.389 0.228 0.232
H 0.085 -0.450 -0.049
H -0.182 0.123 -0.034
H 0.003 -0.048 0.085
H -0.036 -0.031 0.004
H -0.016 0.016 -0.060
H 0.501 -0.235 -0.132
H 0.004 -0.664 0.006
H -0.035 0.059 -0.122
C 0.539 -0.453 -0.142
C 0.031 -1.029 -0.592
C 0.050 -1.336 1.541
C 0.170 0.387 -0.690
C -0.167 -0.031 0.207
C -0.971 0.369 0.406
C 0.386 0.013 -0.200
O 0.107 -0.087 -0.028
C -0.481 0.869 0.393
C -0.288 -0.634 0.080
C 0.937 0.479 0.076
C -0.227 -0.491 -0.121
C 0.455 0.135 -0.552
C -0.592 0.076 0.822
C 0.519 -0.420 -1.033
O -0.147 0.127 0.337
H -0.768 -0.062 -0.067
H -0.007 -0.664 0.930
H -0.015 0.410 -0.098
H 0.114 0.191 0.034
H -0.011 -0.124 -0.224
H -0.115 -0.165 -0.036
H -0.281 0.425 0.147
H -0.135 -0.223 -0.022

## Properties
Orbital gap: 7.5498 eV
Total charge: 0
E_LUMO: -0.04824 Eh
Highest occupied orbital energy: -0.32569 Eh
Electronic energy: -187429.1221 eV

Results of the Löwdin charge analysis, in e, for atoms 1 through 8: number 1, C, carries -0.030; number 2, C, carries -0.431; number 3, C, carries -0.245; number 4, F, carries 0.020; number 5, F, carries 0.117; number 6, F, carries 0.151; number 7, F, carries 0.114; number 8, O, carries 0.036